No. 1
This record from the Open Molecules 2025 dataset describes a 2-piece molecular cluster, C7H13N4O2 overall in a non-equilibrium geometry. The level of theory is ωB97M-V with the def2-TZVPD basis set.

```
! wB97M-V def2-TZVPD RIJCOSX def2/J DEFGRID3
* xyz 1 1
C 2.874 -0.836 1.223
C -2.226 -1.533 1.102
C -2.319 -0.960 2.541
C 2.609 -0.251 -1.939
C 1.381 -1.149 -1.768
C 0.100 2.786 -0.358
C -1.556 1.026 -0.371
N 1.966 -0.485 0.508
N -1.498 -0.365 1.506
N -0.196 1.586 -0.494
N 1.679 -0.142 -0.789
O 3.617 -1.028 2.063
O -1.946 0.838 0.887
H -1.615 -2.415 1.116
H -3.020 -1.448 0.404
H -3.240 -0.333 2.579
H -1.932 -1.377 3.433
H 3.526 -0.761 -1.616
H 2.632 0.663 -2.555
H 0.576 -0.751 -2.458
H 1.458 -2.169 -1.479
H -0.790 3.487 -0.474
H 1.074 3.105 -0.588
H -1.653 0.068 -0.905
H -2.056 1.760 -0.929
H 0.556 0.684 -0.642
*
```

Results
* HOMO: -12.377 eV
* LUMO: -3.91 eV

Results of the natural (NBO) charge analysis, in e, for atoms 1 through 6: 0.86, -0.29, -0.25, -0.24, -0.23, 0.10

***

No. 2
This record from the Open Molecules 2025 dataset describes an isolated ion of composition C7H13N5 and charge +2 in a non-equilibrium geometry. The level of theory is ωB97M-V with the def2-TZVPD basis set.

```
! wB97M-V def2-TZVPD RIJCOSX def2/J DEFGRID3
* xyz 2 1
C -2.327 -0.380 0.205
C 0.122 1.443 -1.055
C -0.311 -1.338 1.050
C -0.509 1.128 0.394
C 0.422 -0.091 0.808
C -0.191 2.746 -1.653
C 2.325 -1.233 -0.600
N 1.042 0.616 -1.288
N -1.613 -1.459 0.652
N 1.233 -0.339 -0.471
N -1.903 0.841 0.304
N 0.285 -2.325 1.706
H -3.349 -0.678 -0.150
H -0.493 1.915 1.070
H 1.247 0.294 1.578
H -1.049 2.826 -2.236
H 0.480 2.856 -2.461
H 0.011 3.556 -0.814
H 2.489 -1.273 -1.585
H 3.141 -0.623 -0.140
H 2.252 -2.239 -0.343
H -2.104 -2.293 0.920
H -2.379 1.616 -0.070
H 1.068 -2.271 2.333
H 0.112 -3.294 1.847
*
```

Results
* SMILES: CC1=NN(C)[C@@H]2C(=[NH2+])NC=[NH+][C@H]12
* HOMO: -15.781 eV
* LUMO: -9.48 eV

Results of the natural (NBO) charge analysis, in e, for atoms 1 through 6: 0.41, 0.19, 0.58, -0.13, -0.18, -0.69

***

No. 3
This record from the Open Molecules 2025 dataset describes an isolated ion of composition C7H13N5 and charge +2 in a non-equilibrium geometry. The level of theory is ωB97M-V with the def2-TZVPD basis set.

```
! wB97M-V def2-TZVPD RIJCOSX def2/J DEFGRID3
* xyz 2 1
C 0.359 2.354 0.697
C -0.190 0.112 -0.224
C 1.380 1.452 2.612
C -1.280 -0.774 0.122
C 0.554 -0.572 -1.422
C 0.649 0.192 -2.757
C -2.268 -2.892 -0.848
N 0.102 1.189 0.291
N -0.199 -1.804 -1.499
N -1.240 -1.824 -0.676
N 0.837 2.559 1.908
N 1.837 1.831 3.770
H 0.074 3.315 0.229
H -1.998 -0.699 0.897
H 1.587 -0.868 -0.932
H -0.272 0.353 -3.135
H 1.328 -0.448 -3.256
H 1.303 1.132 -2.580
H -3.122 -2.628 -0.067
H -2.583 -2.989 -1.783
H -1.656 -3.768 -0.599
H -0.118 -2.709 -1.904
H 0.853 3.464 2.437
H 2.111 1.249 4.553
H 1.952 2.773 4.167
*
```

Results
* SMILES: C[C@@H]1NN(C)C=C1/N=C/[NH+]=C=[NH2+]
* HOMO: -15.974 eV
* LUMO: -9.04 eV

Results of the natural (NBO) charge analysis, in e, for atoms 1 through 6: 0.41, 0.36, 0.21, 0.02, -0.11, -0.59

***

No. 4
This record from the Open Molecules 2025 dataset describes an isolated ion of composition C7H13N5O3 and charge +2 in a non-equilibrium geometry. The level of theory is ωB97M-V with the def2-TZVPD basis set.

```
! wB97M-V def2-TZVPD RIJCOSX def2/J DEFGRID3
* xyz 2 1
C -0.346 -0.978 -0.598
C 0.514 0.328 -2.635
C 1.510 1.122 1.972
C 2.257 2.208 1.246
C -2.315 -1.413 1.447
C -0.915 -0.178 -1.610
C -1.324 -0.206 1.659
N 0.804 -2.455 0.493
N 0.554 -1.641 1.350
N 0.348 -2.117 -0.716
N 0.361 1.355 -3.329
N -0.133 -0.548 0.772
O 1.310 -0.536 -2.668
O 1.320 0.767 3.075
O 0.835 0.673 0.807
H 2.396 2.959 1.882
H 3.305 1.924 0.801
H 1.717 2.607 0.461
H -2.751 -1.545 0.505
H -1.977 -2.373 1.592
H -3.036 -1.243 2.094
H -1.484 0.667 -1.382
H -1.492 -0.755 -2.353
H -0.765 -0.165 2.536
H -1.701 0.857 1.279
H 0.325 -2.847 -1.456
H -0.419 1.950 -3.278
H 1.100 1.585 -3.945
*
```

Results
* SMILES: CC[N@@+]1(OC(C)=O)N=N[NH+]=C1CC(N)=O
* HOMO (alpha / beta): -18.578 / -18.579 eV
* LUMO (alpha / beta): -10.80 / -10.80 eV

Results of the natural (NBO) charge analysis, in e, for atoms 1 through 6: 0.58, 0.79, 0.81, -0.70, -0.65, -0.63

***

No. 5
This record from the Open Molecules 2025 dataset describes one molecule with the formula C7H13NO in a non-equilibrium geometry. The level of theory is ωB97M-V with the def2-TZVPD basis set.

```
! wB97M-V def2-TZVPD RIJCOSX def2/J DEFGRID3
* xyz 0 1
C -1.428 -0.740 0.970
C 0.010 -0.955 0.490
C 1.038 -0.945 1.550
C 0.972 0.195 0.592
C 0.064 1.484 0.374
C -0.384 1.315 -1.216
C -0.649 -0.209 -1.703
H -1.522 0.112 1.763
H -2.195 -0.622 0.080
H -1.750 -1.720 1.634
H 0.494 -0.942 2.569
H 2.061 -1.267 1.608
H 2.847 0.195 0.145
H 0.691 2.397 0.458
H -0.853 1.425 0.885
H -1.319 1.810 -1.434
H 0.337 1.836 -1.844
H -1.705 -0.593 -1.924
H 0.093 -0.368 -2.643
H 1.105 -1.199 -1.148
N 0.073 -1.312 -0.889
O 2.022 0.101 -0.317
*
```

Results
* SMILES: C[C@]12C[C@]1(O)CCCN2
* HOMO: -7.530 eV
* LUMO: 0.73 eV

Results of the natural (NBO) charge analysis, in e, for atoms 1 through 6: -0.64, 0.06, -0.43, 0.19, -0.40, -0.44

***

No. 6
This record from the Open Molecules 2025 dataset describes a 2-piece molecular cluster, C7H13NO overall. The level of theory is ωB97M-V with the def2-TZVPD basis set.

```
! wB97M-V def2-TZVPD RIJCOSX def2/J DEFGRID3
* xyz 0 1
C -0.723 -0.949 -0.249
C -0.228 0.832 -1.367
C -1.246 -0.238 -1.462
C 2.010 0.178 0.894
C 0.142 -2.142 -0.439
C 0.606 0.473 1.364
C -1.181 1.992 1.067
N -0.113 1.461 0.579
O 0.239 0.168 2.484
H -1.288 -0.843 0.665
H -0.467 1.862 -1.592
H 0.780 0.546 -1.628
H -1.210 -0.819 -2.392
H -2.262 0.136 -1.340
H 2.186 0.413 -0.151
H 2.684 0.787 1.503
H 2.250 -0.866 1.086
H 0.977 -1.928 -1.117
H 0.556 -2.505 0.503
H -0.418 -2.969 -0.905
H -1.598 1.663 2.015
H -1.696 2.747 0.483
*
```

Results
* HOMO (alpha / beta): -7.204 / -6.622 eV
* LUMO (alpha / beta): 0.33 / 0.44 eV

Results of the natural (NBO) charge analysis, in e, for atoms 1 through 6: -0.15, -0.15, -0.53, -0.70, -0.67, 0.68

***

No. 7
This record from the Open Molecules 2025 dataset describes C7H13NO as an isolated structure in a non-equilibrium geometry. The level of theory is ωB97M-V with the def2-TZVPD basis set.

```
! wB97M-V def2-TZVPD RIJCOSX def2/J DEFGRID3
* xyz 0 1
C 2.432 0.357 -0.930
C -1.198 0.194 -1.482
C -0.268 0.946 -0.588
O 1.204 -0.215 -0.467
N 0.074 2.157 -0.657
H -0.485 2.704 -1.306
H 3.256 -0.152 -0.428
H 2.485 0.185 -2.004
H 2.456 1.427 -0.718
H -0.953 0.384 -2.532
H -2.227 0.495 -1.278
H -1.120 -0.875 -1.294
C -1.488 -0.626 1.503
C -0.372 0.275 1.222
C -1.603 -1.919 1.178
C 0.980 -0.312 1.051
H -2.310 -0.168 2.059
H -0.382 1.199 1.791
H -0.831 -2.459 0.639
H 1.765 0.280 1.525
H -2.468 -2.496 1.468
H 1.055 -1.382 1.249
*
```

Results
* HOMO: -7.566 eV
* LUMO: 1.00 eV

Results of the natural (NBO) charge analysis, in e, for atoms 1 through 6: -0.26, -0.72, 0.54, -0.52, -0.84, 0.36

***

No. 8
This record from the Open Molecules 2025 dataset describes one molecule with the formula C7H13NO. The level of theory is ωB97M-V with the def2-TZVPD basis set.

```
! wB97M-V def2-TZVPD RIJCOSX def2/J DEFGRID3
* xyz 0 1
C 0.975 0.862 -0.413
C 1.182 -0.398 0.430
C -1.514 -1.190 -0.864
C -1.491 0.125 -0.998
C 0.210 -1.793 2.155
N 0.061 -0.631 1.312
C -0.326 0.991 -1.197
C -0.428 2.017 -2.043
O 1.084 1.953 0.493
H 0.819 2.760 0.037
H 1.811 0.917 -1.134
H 2.132 -0.255 0.979
H 1.309 -1.264 -0.227
H -0.632 -1.801 -0.883
H -2.447 -1.715 -0.755
H -2.434 0.660 -1.030
H -0.087 0.202 1.871
H 1.083 -1.747 2.833
H -0.694 -1.908 2.753
H 0.323 -2.676 1.521
H 0.397 2.680 -2.249
H -1.335 2.209 -2.591
*
```

Results
* SMILES: C=CC(=C)[C@@H](O)CNC
* HOMO: -8.090 eV
* LUMO: 0.92 eV

Results of the natural (NBO) charge analysis, in e, for atoms 1 through 6: 0.07, -0.23, -0.32, -0.23, -0.40, -0.63

***

No. 9
This record from the Open Molecules 2025 dataset describes one molecule with the formula C7H13NOS2 in a non-equilibrium geometry. The level of theory is ωB97M-V with the def2-TZVPD basis set.

```
! wB97M-V def2-TZVPD RIJCOSX def2/J DEFGRID3
* xyz 0 1
C 1.835 4.280 2.222
C 1.621 2.982 1.517
C 0.292 0.772 0.716
C -0.121 1.204 -0.686
C 0.122 0.056 -1.672
C -0.686 -1.188 -1.349
C -0.740 -3.276 -2.232
H 2.593 4.907 1.640
H 0.875 4.763 2.361
H 2.238 4.079 3.259
H 1.623 3.188 0.469
H 2.486 2.294 1.729
H -0.314 -0.152 1.007
H 1.326 0.393 0.708
H -1.187 1.370 -0.839
H 0.516 2.055 -0.924
H 1.171 -0.292 -1.677
H -0.113 0.405 -2.710
H -0.440 -1.475 -0.337
H -1.786 -1.095 -1.393
N -0.255 -2.222 -2.296
O 0.366 1.384 3.363
S 0.130 2.008 2.028
S -1.634 -4.817 -2.354
*
```

Results
* HOMO: -9.099 eV
* LUMO: 0.16 eV

Results of the natural (NBO) charge analysis, in e, for atoms 1 through 6: -0.62, -0.61, -0.63, -0.42, -0.39, -0.23

***

No. 10
This record from the Open Molecules 2025 dataset describes one molecule with the formula C7H13NS in a non-equilibrium geometry. The level of theory is ωB97M-V with the def2-TZVPD basis set.

```
! wB97M-V def2-TZVPD RIJCOSX def2/J DEFGRID3
* xyz 0 1
C 0.448 -0.012 -0.623
C -0.706 0.586 -0.974
C 0.179 -0.153 0.793
C 1.599 -0.657 -1.334
C -1.441 1.222 -2.115
C 1.233 0.553 1.660
C 0.094 -1.489 1.318
N -1.104 0.646 0.723
S -2.581 -0.003 1.043
H 1.897 -1.573 -0.784
H 2.397 -0.054 -1.244
H 1.357 -0.841 -2.370
H -2.065 2.018 -1.670
H -2.233 0.503 -2.439
H -0.715 1.541 -2.870
H 1.602 -0.143 2.467
H 0.820 1.485 2.229
H 2.102 0.830 1.071
H -0.205 -1.707 2.395
H 1.151 -1.912 1.129
H -0.580 -2.075 0.780
H -3.250 1.234 0.815
*
```

Results
* SMILES: CC1=C(C)C(C)(C)N1S
* HOMO: -7.664 eV
* LUMO: 0.80 eV

Results of the natural (NBO) charge analysis, in e, for atoms 1 through 6: -0.05, 0.22, 0.04, -0.64, -0.69, -0.61

***

No. 11
This record from the Open Molecules 2025 dataset describes one molecule with the formula C7H13NS2 in a non-equilibrium geometry. The level of theory is ωB97M-V with the def2-TZVPD basis set.

```
! wB97M-V def2-TZVPD RIJCOSX def2/J DEFGRID3
* xyz 0 1
C -1.190 2.535 -0.265
C -0.992 0.329 -1.122
C 1.061 0.079 0.181
C -0.280 -0.469 0.023
C -0.945 -0.471 1.429
C 3.829 0.480 0.102
C -2.041 -2.342 -0.650
N -1.469 1.516 -0.974
S 2.456 -0.367 -0.811
S -0.319 -2.203 -0.541
H -1.931 3.318 -0.344
H -0.237 2.805 0.172
H -0.799 0.070 -2.062
H 1.021 0.922 0.900
H -0.705 0.481 2.088
H -0.721 -1.411 2.071
H -2.079 -0.534 1.184
H 3.430 1.060 0.926
H 4.286 1.281 -0.653
H 4.628 -0.162 0.415
H -2.253 -3.241 -1.099
H -2.356 -1.419 -1.343
H -2.393 -2.256 0.375
*
```

Results
* HOMO (alpha / beta): -7.007 / -6.909 eV
* LUMO (alpha / beta): 0.22 / 0.30 eV

Results of the natural (NBO) charge analysis, in e, for atoms 1 through 6: -0.14, 0.03, -0.37, -0.31, -0.63, -0.73

***

No. 12
This record from the Open Molecules 2025 dataset describes one molecule with the formula C7H13OP in a non-equilibrium geometry. The level of theory is ωB97M-V with the def2-TZVPD basis set.

```
! wB97M-V def2-TZVPD RIJCOSX def2/J DEFGRID3
* xyz 0 1
C 0.767 -1.026 -1.784
C 0.381 -1.696 -0.702
C 0.905 0.472 -1.681
C 1.339 0.818 -0.227
C 1.061 2.301 -0.014
C -2.333 -1.334 1.196
C -1.357 -0.050 1.260
O 0.995 -1.275 1.882
P 0.272 -0.683 0.757
H 1.193 -1.523 -2.665
H 0.138 -2.718 -0.554
H 1.677 0.878 -2.379
H -0.084 0.922 -1.868
H 2.370 0.611 -0.231
H 1.065 2.434 1.144
H 0.102 2.722 -0.405
H 1.965 2.874 -0.347
H -2.611 -1.546 0.126
H -1.663 -2.048 1.673
H -3.108 -1.116 1.824
H -1.162 0.276 2.288
H -1.912 0.707 0.706
*
```

Results
* SMILES: CC[P@@]1(=O)C=CC[C@H]1C
* HOMO: -9.086 eV
* LUMO: 0.86 eV

Results of the natural (NBO) charge analysis, in e, for atoms 1 through 6: -0.10, -0.61, -0.46, -0.45, -0.64, -0.60

***

Here are the calculated energy above the lowest of the compared OMol25 structures with the same formula, charge and spin numbers, same order: 722.1 285.2 367.8 453.4 484.8 509.2 416.2 231.5 188.4 357.8 319.4 36.1 (kJ/mol).